Entry 1:
This record from the OMol25 dataset describes a single C4H11NOS molecule in a non-equilibrium geometry. The level of theory is the ωB97M-V functional and the def2-TZVPD basis.

Calculated values
max |F|	1.700	eV/Å
HOMO level	-9.1	eV
HOMO-LUMO gap	9.923	eV

Element x y z (Å)
C1 0.762652 0.294650 1.258246
C2 0.316208 0.376796 -0.175494
C3 1.402753 -0.017386 -1.186768
S1 3.101928 0.690994 -0.852298
N1 -0.805791 -0.538702 -0.416762
C4 -2.065286 -0.156599 0.170642
O1 -3.200656 -0.878900 -0.258820
H1 1.201427 -0.695072 1.422954
H2 1.502865 1.063955 1.513153
H3 -0.029773 0.480429 1.976696
H4 -0.031437 1.385229 -0.429988
H5 1.133387 0.284044 -2.192365
H6 1.544352 -1.096040 -1.113462
H7 3.311675 0.197630 0.386466
H8 -0.591511 -1.487998 -0.147679
H9 -2.234489 0.909423 -0.025915
H10 -2.061793 -0.160658 1.269247
H11 -3.256503 -0.651793 -1.197854

Cartesian forces (eV/Å) of the 2 atoms listed first:
C 0.803 0.535 0.551
C -0.519 -0.120 -0.518

natural (NBO) atomic charge list, values in e, 2 entries: atom 1 (C): -0.637, atom 2 (C): -0.071

---

Entry 2:
This record from the OMol25 dataset describes a single C4H11NOS molecule in a non-equilibrium geometry. The level of theory is the ωB97M-V functional and the def2-TZVPD basis.

Calculated values
max |F|	3.208	eV/Å
HOMO level	-9.0	eV
HOMO-LUMO gap	9.862	eV

Element x y z (Å)
N1 1.995786 0.774254 0.271056
C1 0.576391 0.598078 -0.146979
C2 0.152892 1.681820 -1.175980
O1 0.713581 1.364169 -2.437723
C3 -0.422972 0.611991 1.003206
C4 -0.428969 -0.886796 1.532379
S1 -1.411607 -2.099201 0.572273
H1 1.885729 1.497348 0.990899
H2 2.560157 1.313087 -0.375430
H3 0.572007 -0.249133 -0.844833
H4 -0.929407 1.615110 -1.293909
H5 0.522037 2.624041 -0.772889
H6 0.958409 2.062160 -3.048665
H7 -1.400540 0.946541 0.651178
H8 -0.203385 1.189594 1.897797
H9 0.610820 -1.186261 1.586737
H10 -0.768880 -0.788782 2.572214
H11 -0.494024 -3.009218 0.853908

Cartesian forces (eV/Å) of the 2 atoms listed first:
N -0.967 0.930 1.531
C 0.733 1.897 -2.481

natural (NBO) atomic charge list, values in e, 2 entries: atom 1 (N): -0.823, atom 2 (C): -0.087

---

Entry 3:
This record from the OMol25 dataset describes 2 unconnected molecules or ions with the total composition C4H11NOS in a non-equilibrium geometry. The level of theory is the ωB97M-V functional and the def2-TZVPD basis.

Calculated values
max |F|	5.113	eV/Å
HOMO level	-9.2	eV
HOMO-LUMO gap	9.838	eV

Element x y z (Å)
C1 -1.018004 -1.707666 0.462804
C2 -1.553669 0.580083 -0.707968
C3 1.545115 1.461583 0.752932
C4 -0.714309 -0.247682 0.193938
N1 1.462661 0.260014 -1.729586
O1 1.952528 -1.157079 0.332620
S1 1.161851 -0.021550 -0.247196
H1 -0.882217 -2.317662 -0.506467
H2 -0.240205 -2.254966 0.988780
H3 -2.075268 -2.016118 0.865462
H4 -0.951709 1.491232 -1.165202
H5 -2.456150 1.017945 -0.116160
H6 -2.039407 -0.020745 -1.587722
H7 2.565246 1.686452 0.698370
H8 0.890041 2.302367 0.629036
H9 1.199779 1.081712 1.776524
H10 -0.699801 0.519777 1.426886
H11 1.853519 -0.657700 -2.067051

Cartesian forces (eV/Å) of the 2 atoms listed first:
C -1.020 -2.098 -1.579
C -1.990 1.612 -1.843

natural (NBO) atomic charge list, values in e, 2 entries: atom 1 (C): -0.682, atom 2 (C): -0.677

---

Entry 4:
This record from the OMol25 dataset describes a gas-phase ion, C4H11NOS (charge +1) in a non-equilibrium geometry. The level of theory is the ωB97M-V functional and the def2-TZVPD basis.

Calculated values
total charge	+1
max |F|	6.001	eV/Å
HOMO level (alpha / beta)	-14.9 / -13.9	eV
HOMO-LUMO gap (alpha / beta)	11.282 / 4.846	eV
multiplicity	2
expectation value of S²	0.759

Element x y z (Å)
C1 1.913263 -0.264922 1.183884
N1 0.717638 -1.139031 0.685769
C2 -0.404465 -0.534419 -0.208911
C3 -1.077498 0.715431 0.444520
S1 -2.827124 0.818018 -0.258241
C4 0.258122 -0.080486 -1.510737
O1 -0.659448 0.365598 -2.542518
H1 2.411413 -0.806936 1.966405
H2 2.673993 -0.465985 0.403792
H3 1.815119 0.830125 1.459865
H4 0.129017 -1.187093 1.627489
H5 -0.949534 -1.415042 -0.542495
H6 -0.323928 1.533371 0.295692
H7 -1.230636 0.453324 1.489862
H8 -3.456691 0.121856 0.673783
H9 0.987029 0.644074 -1.108300
H10 1.039292 -0.725279 -1.911074
H11 -1.015560 1.137390 -2.148791

Cartesian forces (eV/Å) of the 2 atoms listed first:
C 0.335 -0.953 -2.145
N -3.053 3.536 3.768

natural (NBO) atomic charge list, values in e, 2 entries: atom 1 (C): -0.493, atom 2 (N): -0.403

---

Entry 5:
This record from the OMol25 dataset describes 2 unconnected molecules or ions with the total composition C4H11NP. The level of theory is the ωB97M-V functional and the def2-TZVPD basis.

Calculated values
total charge	+1
max |F|	0.387	eV/Å
HOMO level (alpha / beta)	-12.7 / -13.7	eV
HOMO-LUMO gap (alpha / beta)	7.945 / 8.719	eV

Element x y z (Å)
C1 1.503615 0.248241 0.372296
C2 0.592033 -0.570155 -0.555229
C3 0.903313 0.187417 1.778403
C4 -0.805121 -0.292808 -0.119571
N1 -1.731185 0.172864 -1.186089
P1 -0.919231 0.461923 1.520845
H1 2.519623 -0.140621 0.368344
H2 1.534309 1.283414 0.028409
H3 0.765879 -0.339150 -1.607409
H4 0.818040 -1.631849 -0.412460
H5 1.087012 -0.781574 2.250674
H6 1.321677 0.963235 2.421660
H7 -2.496266 -2.293284 -0.116495
H8 -1.747498 -0.512562 -1.951089
H9 -1.435246 1.082669 -1.578069
H10 -2.683174 0.270791 -0.806365
H11 -1.444351 -0.607032 2.248055

Cartesian forces (eV/Å) of the 2 atoms listed first:
C -0.041 0.007 0.054
C 0.206 -0.087 -0.013

natural (NBO) atomic charge list, values in e, 2 entries: atom 1 (C): -0.391, atom 2 (C): -0.524

---

Entry 6:
This record from the OMol25 dataset describes a single C4H11NS molecule in a non-equilibrium geometry. The level of theory is the ωB97M-V functional and the def2-TZVPD basis.

Calculated values
max |F|	3.841	eV/Å
HOMO level	-8.6	eV
HOMO-LUMO gap	9.650	eV

Element x y z (Å)
C1 -2.464599 0.088233 -0.020771
S1 -0.974640 0.936219 0.551264
C2 0.308779 -0.182046 -0.174458
C3 0.149376 -1.533461 0.487859
C4 1.824046 0.402488 -0.128480
N1 1.891227 1.860868 -0.340482
H1 -3.252373 0.632760 -0.595349
H2 -2.883023 -0.412602 0.744380
H3 -2.064792 -0.668485 -0.588052
H4 0.070443 -0.213094 -1.252311
H5 -0.854794 -1.834821 0.305909
H6 0.739756 -2.333979 0.101310
H7 0.189831 -1.425530 1.613558
H8 2.378284 0.241260 0.749404
H9 2.209513 0.026751 -1.037254
H10 1.602010 2.268757 0.519052
H11 1.130949 2.146679 -0.935582

Cartesian forces (eV/Å) of the 2 atoms listed first:
C 0.315 2.485 -1.542
S 0.415 0.791 0.010

natural (NBO) atomic charge list, values in e, 2 entries: atom 1 (C): -0.725, atom 2 (S): 0.147

---

Entry 7:
This record from the OMol25 dataset describes a single C4H11NS molecule in a non-equilibrium geometry. The level of theory is the ωB97M-V functional and the def2-TZVPD basis.

Calculated values
max |F|	5.774	eV/Å
HOMO level	-8.7	eV
HOMO-LUMO gap	9.453	eV

Element x y z (Å)
C1 -2.086006 -0.471528 1.541223
N1 -1.042827 -0.517302 0.430274
C2 0.363493 -0.671956 0.515777
C3 1.140576 -0.626004 -0.856992
C4 1.118576 0.802696 -1.543895
S1 2.104900 2.048120 -0.701819
H1 -2.908525 0.201280 1.459422
H2 -2.590688 -1.481459 1.512052
H3 -1.641054 -0.375314 2.491381
H4 -1.271802 0.394942 -0.133473
H5 0.986753 -0.219231 1.322319
H6 0.566617 -1.740777 0.725373
H7 2.163962 -0.877676 -0.862495
H8 0.576259 -1.427873 -1.534075
H9 1.231291 0.746455 -2.644733
H10 0.236304 1.504312 -1.511564
H11 1.052178 2.711315 -0.208771

Cartesian forces (eV/Å) of the 2 atoms listed first:
C 1.214 -3.361 -1.192
N -3.117 4.367 -2.133

natural (NBO) atomic charge list, values in e, 2 entries: atom 1 (C): -0.404, atom 2 (N): -0.646

---

Entry 8:
This record from the OMol25 dataset describes 2 unconnected molecules or ions with the total composition C4H11NS in a non-equilibrium geometry. The level of theory is the ωB97M-V functional and the def2-TZVPD basis.

Calculated values
max |F|	1.108	eV/Å
HOMO level	-8.2	eV
HOMO-LUMO gap	9.160	eV

Element x y z (Å)
C1 2.283843 0.524370 -2.418119
C2 1.122862 0.033617 -2.846112
N1 -0.127874 0.344261 -2.277428
H1 2.361219 1.369091 -1.735151
H2 3.196139 0.116054 -2.839681
H3 1.158612 -0.627599 -3.701155
H4 -0.237959 1.353526 -2.217697
H5 -0.939643 0.058366 -2.809046
C3 -0.434381 -0.637010 1.039367
S1 0.085381 -0.036009 2.677561
C4 -1.467500 -0.104229 3.615966
H6 -0.381816 0.224578 0.387647
H7 -1.479431 -0.943390 1.027960
H8 0.203287 -1.437628 0.680524
H9 -1.222184 -0.306101 4.654668
H10 -1.957576 0.878804 3.590149
H11 -2.162978 -0.810700 3.170548

Cartesian forces (eV/Å) of the 2 atoms listed first:
C 0.048 0.179 -0.304
C 0.309 0.128 0.144

natural (NBO) atomic charge list, values in e, 2 entries: atom 1 (C): -0.488, atom 2 (C): -0.008